[1]
This record from the Open Molecules 2025 dataset describes the molecule C4H6O. The level of theory is wB97M-V/def2-TZVPD.

Positions of all 11 atoms, in Å:
O (-1.241, -0.396, -0.266)
C (1.059, -0.367, 0.024)
C (-0.160, -1.251, 0.072)
C (-0.831, 0.951, -0.095)
C (0.676, 0.895, -0.119)
H (-1.170, 1.341, 0.882)
H (1.316, 1.768, -0.181)
H (-0.119, -2.083, -0.644)
H (2.073, -0.737, 0.130)
H (-0.308, -1.685, 1.076)
H (-1.295, 1.563, -0.880)

Properties
**Relative energy (zero: lowest compared OMol25 entry of this formula, charge and spin)**: 8.8 kcal per mole
**HOMO-LUMO gap**: 10.292 eV
**Total energy**: -6291.535 eV
**SMILES**: C1=CCOC1
**2S+1**: 1
**Net charge**: 0


[2]
This record from the Open Molecules 2025 dataset describes the molecule C6H9FN2O. The level of theory is wB97M-V/def2-TZVPD.

Positions of all 19 atoms, in Å:
F (-0.714, -3.427, 1.731)
O (0.324, -1.575, 2.252)
N (0.266, 0.485, 1.094)
N (1.374, 0.141, 3.227)
C (0.579, -0.224, 2.134)
C (-0.332, 1.036, -1.271)
C (-0.636, -2.115, 1.463)
C (-0.499, 0.867, 0.229)
C (-1.681, 0.971, -1.960)
C (0.563, -0.095, -1.823)
H (2.107, -0.529, 3.486)
H (-2.195, 0.043, -1.445)
H (0.559, -0.112, -2.888)
H (0.240, -1.108, -1.612)
H (-2.212, 1.951, -1.661)
H (1.671, 0.009, -1.764)
H (1.839, 0.998, 3.136)
H (-1.450, 0.777, -2.929)
H (0.198, 1.906, -1.401)

Properties
**Relative energy (zero: lowest compared OMol25 entry of this formula, charge and spin)**: 119.7 kcal per mole
**HOMO-LUMO gap**: 7.265 eV
**Total energy**: -14107.360 eV
**2S+1**: 1
**Net charge**: 0


[3]
This record from the Open Molecules 2025 dataset describes the molecule C4H6N2O. The level of theory is wB97M-V/def2-TZVPD.

Positions of all 13 atoms, in Å:
O (1.022, 1.633, -0.048)
N (1.846, -0.916, 0.109)
N (-1.217, 0.953, 0.105)
C (-1.830, -0.338, 0.062)
C (-0.860, -1.341, -0.122)
C (0.122, 0.599, 0.075)
C (0.443, -0.654, -0.081)
H (-1.667, 1.770, -0.246)
H (-2.869, -0.533, 0.076)
H (1.931, -1.471, 0.973)
H (1.830, 1.218, -0.549)
H (-1.055, -2.334, -0.318)
H (2.010, -1.566, -0.651)

Properties
**Relative energy (zero: lowest compared OMol25 entry of this formula, charge and spin)**: 48.2 kcal per mole
**HOMO-LUMO gap**: 8.642 eV
**Total energy**: -9271.410 eV
**SMILES**: Nc1cc[nH]c1O
**2S+1**: 1
**Net charge**: 0


[4]
This record from the Open Molecules 2025 dataset describes the molecule C3H6N2O2. The level of theory is wB97M-V/def2-TZVPD.

Positions of all 13 atoms, in Å:
O (1.142, 0.022, 0.902)
O (-2.341, -0.539, 1.272)
N (1.144, 0.183, -1.396)
N (-1.475, 0.753, -0.388)
C (-1.391, -0.163, 0.606)
C (-0.037, -0.791, 0.938)
C (1.706, 0.324, -0.268)
H (1.759, 0.489, -2.145)
H (-0.173, -1.100, 1.975)
H (-0.755, 0.752, -1.103)
H (0.123, -1.682, 0.321)
H (-2.416, 1.040, -0.616)
H (2.714, 0.712, -0.098)

Properties
**Relative energy (zero: lowest compared OMol25 entry of this formula, charge and spin)**: 30.0 kcal per mole
**HOMO-LUMO gap**: 10.554 eV
**Total energy**: -10283.497 eV
**SMILES**: [H]/N=C/OCC(N)=O
**2S+1**: 1
**Net charge**: 0


[5]
This record from the Open Molecules 2025 dataset describes the molecule C4H5N3. The level of theory is wB97M-V/def2-TZVPD.

Positions of all 12 atoms, in Å:
N (1.691, 0.733, 0.083)
N (-1.482, -0.961, -0.551)
N (1.048, 0.909, 1.261)
C (0.029, 0.056, 1.445)
C (-0.607, 0.290, -0.807)
C (0.855, 0.534, -0.939)
C (-0.413, -0.761, 0.399)
H (-1.203, 1.038, -0.325)
H (-0.504, 0.141, 2.450)
H (0.471, -1.279, 0.038)
H (-1.312, -1.771, -1.253)
H (1.427, 1.068, -1.802)

Properties
**Relative energy (zero: lowest compared OMol25 entry of this formula, charge and spin)**: 163.4 kcal per mole
**HOMO-LUMO gap**: 9.568 eV
**Total energy**: -8692.725 eV
**SMILES**: C1=NN=C[C@H]2N[C@H]12
**2S+1**: 1
**Net charge**: 0


[6]
This record from the Open Molecules 2025 dataset describes a 14-piece molecular cluster, C7H38O13 overall. The level of theory is wB97M-V/def2-TZVPD.

Positions of all 58 atoms, in Å:
O (1.540, -1.895, -4.056)
O (0.913, 3.900, 1.838)
O (-3.219, -1.820, -0.298)
O (3.364, -0.690, -2.603)
O (2.326, 1.599, 2.625)
O (-0.911, 1.044, 3.947)
O (4.062, -1.611, 0.427)
O (-1.145, -1.686, -2.085)
O (1.105, -3.646, -1.931)
O (-2.889, 2.034, 1.965)
O (-2.505, -0.987, 3.437)
O (0.003, 0.667, -2.920)
O (-3.693, 1.197, -2.190)
C (-0.491, 2.215, -0.281)
C (-0.296, -2.950, 1.402)
C (-0.771, 3.642, -0.294)
C (0.288, -0.553, 0.689)
C (1.121, 0.214, -0.045)
C (0.743, -1.825, 1.262)
C (0.727, 1.697, -0.350)
H (-2.243, 2.352, 2.602)
H (0.921, 0.890, -3.022)
H (1.661, 3.770, 1.281)
H (3.880, -0.701, 0.768)
H (-2.184, -1.342, 2.538)
H (1.043, -1.050, -4.075)
H (-3.262, -1.054, -0.885)
H (-1.240, 1.430, -0.445)
H (-0.621, -0.076, 1.009)
H (-0.005, 4.367, -0.573)
H (1.926, 1.910, 1.816)
H (2.136, 0.101, -0.343)
H (2.293, -1.647, -3.464)
H (1.222, -1.642, 2.268)
H (1.606, 2.264, -0.413)
H (1.428, -2.414, 0.646)
H (3.774, 0.093, -2.942)
H (-2.335, -2.097, -0.122)
H (-0.251, 1.026, 3.260)
H (1.818, 1.513, 3.412)
H (-3.530, 0.366, -2.645)
H (-0.014, 0.196, -2.041)
H (-3.483, 2.683, 1.602)
H (-1.555, 3.840, -1.026)
H (0.049, -3.935, 1.268)
H (-3.325, 1.748, -2.885)
H (-1.166, -2.646, -2.347)
H (-1.156, 3.653, 0.801)
H (0.819, -2.734, -1.985)
H (-1.073, 0.114, 4.102)
H (1.292, 3.722, 2.720)
H (3.854, -1.045, -1.835)
H (-3.049, -0.266, 3.088)
H (-1.628, -1.256, -2.786)
H (1.010, -3.853, -2.925)
H (3.355, -2.158, 0.735)
H (-1.265, -2.787, 0.918)
H (-0.540, -2.859, 2.437)

Properties
**Relative energy (zero: lowest compared OMol25 entry of this formula, charge and spin)**: 114.8 kcal per mole
**HOMO-LUMO gap**: 8.708 eV
**Total energy**: -34489.976 eV
**2S+1**: 1
**Net charge**: 0


Number 1: maximum force 0.304 eV/A. Number 2: maximum force 5.356 eV/A. Number 3: maximum force 6.149 eV/A. Number 4: maximum force 0.374 eV/A. Number 5: maximum force 5.396 eV/A. Number 6: maximum force 3.836 eV/A.